*i*
7
Properties=species:S:1:pos:R:3:lowdin_charge:R:1 method="wB97M-V/def2-TZVPD" orbital_gap_ev="6.88 / 6.88"
N -1.407 0.290 -0.183 -0.02
P 1.861 0.028 2.127 0.17
S 2.108 0.118 0.044 0.04
H -2.154 -0.293 -0.629 0.02
H -1.489 1.187 -0.549 -0.04
H -0.458 -0.139 -0.565 -0.02
H 1.539 -1.191 -0.245 -0.15

***

*ii*
7
Properties=species:S:1:pos:R:3:lowdin_charge:R:1 method="wB97M-V/def2-TZVPD" orbital_gap_ev="9.00 / 7.42"
N -0.594 1.203 -0.892 -0.11
P 0.393 -1.283 -0.184 0.35
S 1.720 -0.700 1.347 0.14
H -1.482 0.865 -1.367 -0.05
H 0.020 1.512 -1.785 0.00
H -0.831 -0.948 0.419 -0.21
H 0.772 -0.650 2.461 -0.13

***

Which of them is the least stable? Correct choice: *ii*.

***

*i*
68
Properties=species:S:1:pos:R:3:lowdin_charge:R:1 method="wB97M-V/def2-TZVPD" smiles="COc1ccc(OC)c(-n2c(CNC3CCN(Cc4ccccc4)CC3)nc3ccccc3c2=O)c1" orbital_gap_ev=8.88
C 1.582 -0.351 -3.812 -0.08
O 0.354 -0.660 -4.426 -0.08
C -0.656 -1.133 -3.648 -0.26
C -1.829 -1.492 -4.307 0.01
C -2.916 -1.989 -3.614 0.00
C -2.864 -2.138 -2.233 -0.22
O -3.870 -2.613 -1.443 -0.07
C -5.058 -3.039 -2.065 -0.07
C -1.690 -1.758 -1.573 -0.15
N -1.605 -1.934 -0.161 0.12
C -2.321 -1.153 0.708 -0.26
C -3.070 0.050 0.183 -0.13
N -2.496 1.311 0.608 -0.01
C -1.197 1.654 0.053 -0.35
C 0.009 1.064 0.795 -0.11
C 1.309 1.560 0.173 -0.18
N 1.376 3.006 0.217 -0.17
C 2.676 3.494 -0.208 -0.16
C 3.749 3.117 0.779 -0.23
C 4.973 2.618 0.358 -0.05
C 5.954 2.296 1.280 -0.09
C 5.717 2.463 2.633 -0.10
C 4.495 2.955 3.061 -0.08
C 3.518 3.283 2.139 -0.04
C 0.289 3.589 -0.543 -0.20
C -1.049 3.178 0.062 -0.13
N -2.328 -1.322 1.981 0.17
C -1.594 -2.341 2.524 -0.21
C -1.620 -2.543 3.908 -0.01
C -0.877 -3.556 4.468 -0.08
C -0.091 -4.389 3.671 -0.08
C -0.053 -4.204 2.308 -0.01
C -0.803 -3.181 1.722 -0.07
C -0.785 -2.984 0.279 -0.35
O -0.136 -3.636 -0.513 0.10
C -0.596 -1.270 -2.265 0.06
H 2.250 -0.057 -4.620 0.10
H 2.001 -1.218 -3.292 0.10
H 1.481 0.482 -3.108 0.08
H -1.869 -1.384 -5.379 0.12
H -3.801 -2.267 -4.163 0.11
H -5.698 -3.394 -1.258 0.10
H -4.872 -3.858 -2.767 0.10
H -5.556 -2.215 -2.586 0.10
H -3.109 0.046 -0.907 0.12
H -4.089 0.008 0.575 0.13
H -2.468 1.349 1.621 0.12
H -1.187 1.308 -0.989 0.14
H -0.028 1.380 1.840 0.13
H -0.006 -0.026 0.771 0.10
H 2.162 1.159 0.727 0.13
H 1.380 1.192 -0.871 0.11
H 2.618 4.587 -0.260 0.13
H 2.946 3.125 -1.216 0.12
H 5.162 2.482 -0.698 0.11
H 6.905 1.910 0.940 0.10
H 6.482 2.209 3.352 0.10
H 4.305 3.085 4.116 0.10
H 2.561 3.663 2.460 0.11
H 0.388 4.677 -0.508 0.12
H 0.323 3.278 -1.606 0.13
H -1.099 3.532 1.092 0.12
H -1.868 3.630 -0.497 0.12
H -2.232 -1.890 4.511 0.11
H -0.900 -3.711 5.537 0.10
H 0.486 -5.179 4.127 0.10
H 0.543 -4.833 1.665 0.12
H 0.291 -1.022 -1.706 0.12

***

*ii*
68
Properties=species:S:1:pos:R:3:lowdin_charge:R:1 method="wB97M-V/def2-TZVPD" orbital_gap_ev=3.85
C -6.072 0.073 2.918 -0.16
C -6.108 -1.268 3.624 -0.16
N -4.866 -1.988 3.463 -0.06
C -4.958 -3.417 3.678 -0.15
C -3.779 -4.147 3.068 -0.16
C -2.470 -3.579 3.602 -0.15
C -2.458 -2.085 3.615 -0.13
C -3.666 -1.344 3.464 -0.07
C -3.589 0.079 3.369 -0.13
C -2.357 0.703 3.327 0.06
C -1.135 -0.024 3.483 -0.18
C 0.113 0.620 3.310 0.10
C 1.361 -0.030 3.151 -0.18
C 2.581 0.701 3.302 0.06
C 3.812 0.075 3.308 -0.13
C 3.889 -1.350 3.237 -0.08
N 5.090 -1.992 3.267 -0.07
C 6.332 -1.270 3.111 -0.16
C 6.286 0.074 3.811 -0.16
C 5.063 0.888 3.400 -0.14
C 5.184 -3.422 3.061 -0.15
C 4.003 -4.149 3.671 -0.16
C 2.693 -3.586 3.133 -0.15
C 2.684 -2.093 3.080 -0.13
C 1.496 -1.424 2.862 0.02
C -1.267 -1.413 3.798 0.02
C -4.844 0.891 3.311 -0.13
H -6.056 -0.093 1.835 0.12
H -6.979 0.628 3.166 0.12
H -6.315 -1.111 4.696 0.14
H -6.910 -1.897 3.224 0.12
H -4.993 -3.631 4.758 0.14
H -5.901 -3.762 3.241 0.13
H -3.851 -5.211 3.301 0.12
H -3.802 -4.035 1.979 0.13
H -2.287 -3.955 4.620 0.13
H -1.642 -3.949 2.983 0.12
H -2.313 1.782 3.154 0.14
H 0.118 1.710 3.304 0.13
H 2.535 1.785 3.435 0.14
H 7.133 -1.895 3.521 0.12
H 6.545 -1.118 2.040 0.14
H 6.257 -0.086 4.894 0.12
H 7.196 0.629 3.571 0.12
H 5.261 1.376 2.432 0.13
H 4.908 1.694 4.127 0.13
H 5.224 -3.641 1.982 0.14
H 6.127 -3.763 3.503 0.13
H 4.077 -5.214 3.444 0.12
H 4.025 -4.031 4.760 0.12
H 2.498 -3.988 2.128 0.13
H 1.870 -3.938 3.769 0.12
H 0.646 -1.991 2.478 0.12
H -0.412 -1.975 4.178 0.12
H -4.705 1.708 2.592 0.13
H -5.026 1.366 4.289 0.14
C -0.277 5.048 3.022 -0.01
C 0.983 5.665 2.790 -0.53
O 2.095 5.246 3.141 -0.05
N 0.927 6.886 2.081 0.17
C -0.203 7.527 1.580 -0.52
O -0.170 8.578 0.965 0.03
N -1.374 6.828 1.863 0.17
C -1.500 5.602 2.555 -0.53
O -2.635 5.125 2.693 -0.05
H -0.311 4.133 3.593 0.07
H 1.799 7.362 1.896 0.15
H -2.217 7.261 1.516 0.14

***

Which of them is the least stable? Correct choice: *i*.

***

*i*
12
Properties=species:S:1:pos:R:3:lowdin_charge:R:1 method="wB97M-V/def2-TZVPD" smiles="CC(=S)C(=O)C(=S)S" orbital_gap_ev=8.06
C -1.824 0.442 -0.671 -0.07
C -0.956 -0.024 0.366 -0.82
S -1.283 -0.362 1.882 0.90
C 0.219 -0.651 -0.038 -0.69
O 0.289 -1.567 -0.753 0.13
C 1.557 0.113 0.326 -1.16
S 1.744 1.701 0.480 0.70
S 2.723 -1.107 0.719 0.80
H -1.933 -0.370 -1.378 0.11
H -2.811 0.641 -0.601 0.06
H -1.371 1.213 -1.205 0.09
H 3.647 -0.028 0.873 -0.06

***

*ii*
12
Properties=species:S:1:pos:R:3:lowdin_charge:R:1 method="wB97M-V/def2-TZVPD" smiles="OC(=S)C1=CSCS1" orbital_gap_ev=7.19
O -0.742 1.288 -1.935 -0.02
C -0.504 1.338 -0.665 -0.88
S -0.789 2.669 0.417 0.61
C 0.005 0.159 -0.141 -0.70
C 0.624 0.024 1.062 -0.43
S 1.062 -1.575 1.586 0.88
C 0.272 -2.391 0.256 -0.75
S -0.047 -1.239 -1.209 0.90
H -0.948 2.226 -2.313 0.18
H 0.865 0.987 1.570 0.07
H -0.783 -2.646 0.581 0.05
H 0.813 -3.347 -0.126 0.08

***

*iii*
12
Properties=species:S:1:pos:R:3:lowdin_charge:R:1 method="wB97M-V/def2-TZVPD" smiles="O=C(C=S)SCC=S" orbital_gap_ev=7.28
O -1.079 0.698 1.456 0.01
C -1.139 0.463 0.249 -0.80
C -2.222 -0.159 -0.528 -0.70
S -3.591 -0.792 0.020 0.80
S 0.138 0.795 -0.879 1.03
C 1.542 0.976 0.233 -0.53
C 2.225 -0.321 0.524 -0.70
S 3.649 -0.841 -0.087 0.69
H -1.970 -0.123 -1.600 0.03
H 1.187 1.392 1.182 0.09
H 2.195 1.732 -0.102 0.06
H 1.639 -0.946 1.150 0.04

***

Which of them is the least stable? Correct choice: *i*.

***

*i*
9
Properties=species:S:1:pos:R:3:lowdin_charge:R:1 method="wB97M-V/def2-TZVPD" smiles="O=P([O-])([O-])[SiH2]O" charge=-2 orbital_gap_ev=5.48
O 3.552 -0.679 1.260 -0.52
P 3.132 -0.005 -0.023 -0.15
O 2.939 1.485 0.044 -0.52
O 3.642 -0.714 -1.252 -0.53
Si 0.744 -0.211 -0.058 0.43
O -0.346 -1.511 0.038 -0.40
H 0.390 0.294 1.226 -0.12
H 0.001 0.769 -0.941 -0.12
H -1.094 -1.324 0.521 -0.07

***

*ii*
9
Properties=species:S:1:pos:R:3:lowdin_charge:R:1 method="wB97M-V/def2-TZVPD" charge=-2 orbital_gap_ev=7.36
O -0.758 -1.606 1.283 -0.49
O 0.979 0.084 1.917 -0.50
O 1.999 -1.935 -0.651 -0.58
O -1.104 0.910 -1.950 -0.59
Si -0.875 1.063 -0.440 0.11
P 0.186 -0.548 0.821 0.40
H 1.804 -1.372 -1.410 -0.17
H -2.114 1.131 0.421 -0.09
H -0.117 2.273 0.009 -0.10

***

Which of them is the least stable? Correct choice: *ii*.

***

*i*
21
Properties=species:S:1:pos:R:3:lowdin_charge:R:1 method="wB97M-V/def2-TZVPD" smiles="[SiH3]C1=CC1([SiH3])[SiH3].[SiH4]" orbital_gap_ev=9.58
Si 2.283 2.299 0.912 0.64
C 0.998 1.162 0.280 -0.39
C -0.052 0.856 -0.400 -0.16
C 0.669 -0.439 0.004 -0.71
Si 0.138 -1.235 1.572 0.59
Si 1.583 -1.505 -1.278 0.61
H 3.474 1.479 0.689 -0.07
H 1.958 2.770 2.259 -0.07
H 2.539 3.420 0.140 -0.11
H -1.029 1.218 -0.720 0.06
H -1.197 -1.746 1.358 -0.09
H 0.047 -0.075 2.524 -0.04
H 1.173 -2.198 1.801 -0.08
H 2.939 -1.694 -0.846 -0.08
H 1.645 -0.759 -2.483 -0.09
H 0.826 -2.683 -1.546 -0.09
Si -3.525 -0.255 -0.865 0.53
H -3.327 0.672 0.318 -0.12
H -4.730 -1.305 -0.672 -0.09
H -2.253 -0.827 -1.281 -0.14
H -4.161 0.843 -1.766 -0.12

***

*ii*
21
Properties=species:S:1:pos:R:3:lowdin_charge:R:1 method="wB97M-V/def2-TZVPD" smiles=[SiH3]C1([SiH3])CC1([SiH3])[SiH3] orbital_gap_ev=9.05
Si -0.430 -2.262 -0.013 0.57
C -0.125 -0.546 0.591 -0.66
Si -1.708 0.262 2.079 0.71
C 1.186 0.001 0.751 -0.34
C 0.408 0.432 -0.412 -0.80
Si -0.072 2.247 -0.506 0.59
Si 1.192 -0.161 -2.125 0.63
H 0.701 -3.162 0.214 -0.06
H -0.881 -2.284 -1.408 -0.06
H -1.514 -2.845 0.784 -0.09
H -2.369 -1.042 2.216 -0.12
H -2.677 1.468 2.061 -0.09
H -0.570 0.690 3.066 -0.06
H 1.261 0.721 1.624 0.10
H 2.039 -0.704 0.591 0.11
H 0.731 3.244 0.268 -0.06
H -1.485 2.320 -0.477 -0.09
H 0.236 2.715 -1.959 -0.06
H 2.622 0.427 -2.195 -0.04
H 0.256 0.076 -3.299 -0.05
H 1.199 -1.597 -1.853 -0.11

***

Which of them is the least stable? Correct choice: *i*.

***

*i*
4
Properties=species:S:1:pos:R:3:lowdin_charge:R:1 method="wB97M-V/def2-TZVPD" orbital_gap_ev=10.57
H -0.838 0.967 0.057 0.05
N 0.041 0.542 -0.355 -0.05
N 0.181 -0.569 0.230 -0.06
H -0.716 -0.774 0.816 0.07

***

*ii*
4
Properties=species:S:1:pos:R:3:lowdin_charge:R:1 method="wB97M-V/def2-TZVPD" orbital_gap_ev=10.36
H 0.961 0.840 -0.027 0.02
N 0.633 -0.107 0.007 -0.02
N -0.611 -0.123 -0.007 -0.04
H -1.117 0.772 0.029 0.04

***

Which of them is the least stable? Correct choice: *i*.